Formula: C27H39NO30S2
Source: the Open Molecules 2025 dataset
Level of theory: ωB97M-V with the def2-TZVPD basis set

```
99
Properties=species:S:1:pos:R:3:forces:R:3
N -2.6108 -1.2317 3.4473 1.1 -1.3 0.4
O -3.3902 -0.1243 3.2626 0.8 0.6 -0.5
S -2.6408 1.1189 2.3701 0.5 2.9 0.1
O -2.3306 2.2838 3.2490 -0.9 -2.5 -1.2
O -1.1154 0.5870 1.8059 -1.0 0.1 2.3
S 0.0366 0.7427 3.0807 0.4 -0.7 -0.1
H -2.3339 -1.7759 2.6490 -0.4 0.2 -0.2
H -2.4439 -1.5734 4.3748 -0.4 0.6 0.2
H -0.1283 -0.4812 3.7054 -0.1 0.8 -0.6
C 0.7282 -2.1885 6.7750 -0.1 -0.5 -0.1
C 1.6934 -1.7173 7.8213 0.0 -0.6 0.5
O 2.3587 -0.6252 7.1774 -0.3 0.2 -0.4
C 1.5314 -0.1610 6.2143 0.1 0.1 0.1
O 1.7097 0.8473 5.6035 -0.1 -0.1 -0.1
O 0.4704 -0.9905 6.0332 0.2 0.2 0.0
H -0.1879 -2.5900 7.2030 0.0 0.2 -0.1
H 1.1645 -2.9354 6.1065 -0.1 0.1 0.0
H 1.1938 -1.3476 8.7108 0.0 0.0 -0.1
H 2.4035 -2.4890 8.1097 0.1 0.2 0.0
C 1.6404 -6.7469 5.2119 -0.1 -0.1 -0.6
C 2.3385 -7.6555 6.1863 0.2 -0.5 -0.1
O 2.5623 -6.8008 7.3066 -0.2 0.2 -0.1
C 1.6446 -5.8056 7.2502 0.0 0.1 0.3
O 1.4502 -5.0213 8.1212 0.0 0.1 -0.1
O 0.9752 -5.8208 6.0700 0.1 -0.1 0.2
H 0.9262 -7.2746 4.5819 -0.1 0.2 0.1
H 2.3392 -6.1992 4.5745 0.0 0.0 0.1
H 1.7119 -8.4938 6.5008 0.0 0.1 0.0
H 3.2794 -8.0430 5.7993 0.0 0.1 0.2
C -0.4138 2.4457 -1.1708 -0.3 0.0 0.7
C 1.0460 2.5406 -1.5052 0.5 0.2 0.4
O 1.1051 1.9470 -2.8033 -0.1 0.0 -0.1
C -0.1236 2.0613 -3.3603 -0.1 0.0 0.0
O -0.3599 1.8163 -4.5005 -0.1 0.0 0.0
O -1.0369 2.4859 -2.4584 0.3 -0.1 -0.3
H -0.7555 3.2706 -0.5477 -0.1 0.0 -0.2
H -0.6669 1.5023 -0.6817 0.0 0.0 0.0
H 1.3978 3.5735 -1.5715 0.0 0.0 -0.1
H 1.6735 1.9985 -0.7989 0.0 -0.1 -0.2
C -0.2830 1.5992 -7.9982 -0.6 0.1 0.2
C 0.9592 1.9153 -7.2214 0.2 0.2 0.6
O 1.9883 1.3075 -8.0096 -0.1 0.0 -0.3
C 1.5217 1.2088 -9.2805 0.0 0.0 -0.2
O 2.1873 0.9005 -10.2173 0.0 0.0 0.0
O 0.2006 1.5065 -9.3421 0.4 -0.1 0.1
H -1.0391 2.3736 -7.9072 0.1 -0.1 -0.2
H -0.7212 0.6386 -7.7128 0.1 0.0 0.0
H 1.1502 2.9904 -7.1580 0.0 0.0 -0.1
H 0.9404 1.5002 -6.2195 0.2 -0.1 -0.1
C -4.3012 2.7928 -6.7491 0.0 -0.8 0.1
C -5.1332 3.8871 -7.3544 -0.5 0.0 -0.1
O -4.1898 4.9494 -7.5133 0.2 -0.1 0.0
C -2.9554 4.3939 -7.5763 0.2 0.1 0.0
O -1.9656 4.9854 -7.8707 0.0 0.0 0.0
O -2.9923 3.0766 -7.2624 -0.3 0.5 0.0
H -4.6390 1.7952 -7.0463 0.6 0.7 0.0
H -4.2696 2.8434 -5.6569 0.0 0.0 -0.1
H -5.5310 3.6166 -8.3360 0.1 0.0 0.0
H -5.9564 4.1931 -6.7114 0.1 0.2 0.0
C 1.7513 -1.4502 -0.4070 0.5 0.3 -0.3
C 1.4866 -2.9075 -0.6559 0.3 -0.3 -0.3
O 0.3858 -3.1805 0.2142 -0.1 0.2 0.1
C -0.2531 -2.0087 0.4446 0.0 0.2 0.0
O -1.3074 -1.9189 0.9946 0.1 -0.5 -0.4
O 0.4587 -0.9586 -0.0310 -0.3 -0.5 0.1
H 2.1265 -0.9373 -1.2910 -0.2 0.1 0.2
H 2.4462 -1.2859 0.4203 -0.1 0.0 0.0
H 1.1817 -3.1084 -1.6860 0.0 0.0 0.1
H 2.3405 -3.5367 -0.4113 -0.2 -0.1 0.1
C 3.0060 2.8088 10.3594 0.4 0.4 0.0
C 1.5130 2.9726 10.2842 -0.3 0.5 0.0
O 1.0717 1.6588 9.9482 0.2 -0.1 0.1
C 2.0281 0.7908 10.3567 0.0 -0.2 0.0
O 1.8957 -0.3909 10.3721 0.1 0.1 0.3
O 3.1518 1.4414 10.7411 -0.3 -0.1 -0.1
H 3.4648 3.4681 11.0944 0.1 -0.2 0.1
H 3.4934 2.9597 9.3933 -0.1 -0.1 0.0
H 1.0734 3.2589 11.2430 0.0 -0.1 0.0
H 1.2065 3.6912 9.5259 -0.1 -0.2 -0.1
C -6.3711 -1.9994 -4.6981 0.0 -0.6 0.1
C -6.0806 -0.8814 -3.7353 0.0 0.0 0.6
O -5.6329 0.1637 -4.5983 -0.1 -0.1 -0.3
C -6.1461 -0.0754 -5.8276 -0.1 0.0 -0.1
O -6.0983 0.6968 -6.7338 -0.6 -0.5 0.1
O -6.7177 -1.2999 -5.8936 0.1 0.3 0.1
H -7.1907 -2.6356 -4.3687 -0.1 0.1 -0.2
H -5.4950 -2.6221 -4.8946 0.0 0.1 0.0
H -6.9731 -0.5427 -3.2036 0.0 0.0 -0.1
H -5.3132 -1.1409 -3.0082 0.1 0.2 -0.1
C 5.5534 2.1237 -4.1088 0.4 0.3 -0.2
C 4.3732 1.7205 -4.9491 -0.2 0.2 -0.6
O 3.8965 0.5566 -4.2755 0.2 0.0 0.4
C 4.3100 0.6292 -2.9904 -0.2 -0.1 -0.1
O 3.9391 -0.1038 -2.1255 0.1 0.1 0.0
O 5.1960 1.6372 -2.8137 -0.2 -0.2 0.0
H 5.7079 3.2011 -4.0901 0.0 -0.1 0.2
H 6.4795 1.6376 -4.4252 -0.1 0.0 0.0
H 3.5826 2.4751 -4.9528 0.0 -0.1 0.1
H 4.6465 1.4905 -5.9774 -0.1 -0.2 0.1
```
Forces are in eV/Å.

The value obtained for the gap between HOMO and LUMO is 8.733 eV. The value obtained for the highest occupied orbital energy is -8.6540 eV. As for the total charge: 0. As for the molar mass: 921.7 u.

Results of the Löwdin charge analysis, in e, for atoms 1 through 6:
1 N -0.07
2 O -0.37
3 S 0.93
4 O -0.48
5 O -0.82
6 S 0.80